{
  "formula": "C28H29BN6OPbSi",
  "method": "the ωB97M-V functional and the def2-TZVPD basis",
  "species": ["H", "N", "B", "N", "C", "Pb", "H", "C", "H", "C", "H", "C", "H", "H", "H", "N", "N", "N", "N", "C", "C", "H", "H", "C", "C", "C", "C", "H", "H", "H", "H", "H", "O", "Si", "C", "C", "C", "C", "C", "C", "C", "C", "C", "C", "C", "C", "C", "C", "C", "C", "C", "C", "H", "H", "H", "H", "H", "H", "H", "H", "H", "H", "H", "H", "H", "H", "H"],
  "positions_angstrom": [[-0.578662, 2.978233, -0.380018], [-0.627515, 1.811337, -2.111398], [0.373924, 0.527801, -4.288277], [0.154502, 1.717683, -3.263682], [0.838614, 2.872549, -3.343680], [-1.490640, -0.933538, -1.273783], [1.462284, 3.122787, -4.205744], [0.598090, 3.632472, -2.213244], [0.973688, 4.591286, -1.965501], [-0.241955, 2.873589, -1.395117], [0.844327, 0.832870, -5.333911], [-1.043346, -3.000070, -1.132239], [-1.274123, -3.285356, -0.095470], [0.020631, -3.058840, -1.222125], [-1.652607, -3.444210, -1.902284], [-1.000621, -0.143779, -4.440437], [1.391465, -0.496597, -3.685120], [-1.680138, -0.731056, -3.375758], [1.054373, -1.047751, -2.466190], [-1.747339, -0.292173, -5.537776], [2.594471, -0.976281, -4.130715], [-1.392661, 0.045538, -6.460435], [3.037587, -0.647418, -5.076333], [-2.885090, -1.009934, -5.239310], [3.038407, -1.908386, -3.178475], [-2.789912, -1.342613, -3.906858], [2.052552, -1.905058, -2.166809], [-3.638874, -1.320456, -5.921719], [3.945009, -2.513100, -3.211282], [-3.487763, -1.960239, -3.383183], [2.015182, -2.501876, -1.268800], [-1.354499, 1.208617, -1.642738], [0.133034, -0.343675, 0.101199], [0.090376, 0.003628, 1.653503], [-1.196232, 1.306088, 2.008964], [-2.554289, 1.023567, 1.770327], [-3.523938, 2.025151, 1.945582], [-3.166462, 3.275865, 2.462608], [-1.828747, 3.514848, 2.789317], [-0.855673, 2.535373, 2.563939], [-0.282945, -1.570809, 2.614210], [-1.335621, -1.676670, 3.520099], [-1.603129, -2.900889, 4.147386], [-0.770161, -4.008047, 3.929149], [0.350341, -3.862119, 3.111980], [0.613152, -2.645334, 2.474976], [1.660620, 0.648748, 2.424590], [1.792715, 0.748593, 3.819995], [2.986811, 1.198224, 4.407922], [4.087716, 1.536353, 3.604777], [3.969137, 1.409550, 2.218713], [2.773704, 0.966524, 1.634708], [-2.869244, -0.001135, 1.514743], [-4.563492, 1.786826, 1.693629], [-3.934898, 4.037401, 2.628939], [-1.537523, 4.455040, 3.236279], [0.172283, 2.703312, 2.867594], [-1.927106, -0.790331, 3.769358], [-2.450585, -2.976120, 4.818809], [-0.988741, -4.963663, 4.410503], [1.045885, -4.692213, 2.960799], [1.533387, -2.520168, 1.898366], [0.986829, 0.455511, 4.503484], [3.076534, 1.267654, 5.496571], [5.025687, 1.869601, 4.073855], [4.835865, 1.637485, 1.585828], [2.745356, 0.849814, 0.555736]],
  "atomic_forces_ev_per_a": [[-0.313, 0.275, 0.084], [1.634, 0.653, 0.221], [0.315, -1.342, 1.069], [-0.848, 0.912, 0.172], [-0.224, -0.078, 0.323], [-0.739, 0.648, 4.377], [-0.299, -0.426, 0.412], [-0.050, -0.338, 0.803], [0.448, 0.513, 0.049], [0.110, 0.172, -1.720], [-0.282, 0.671, -0.203], [-0.062, -0.562, 1.023], [-0.324, -0.232, -0.466], [0.369, -0.490, -0.536], [0.168, -0.859, -0.087], [-1.644, -0.832, 0.883], [-0.234, -0.041, 0.856], [-0.189, -0.741, -4.988], [1.312, -0.446, -1.052], [0.002, -0.394, 0.830], [-0.506, -0.440, 0.872], [0.371, 0.607, -1.159], [-0.317, -0.151, 0.525], [0.240, -0.272, -0.421], [-0.190, 0.534, -0.444], [1.498, 1.714, -0.052], [-0.567, 0.897, -0.887], [-0.343, -0.127, -0.340], [-0.381, 0.333, -0.011], [-0.016, 0.024, 0.722], [0.019, 0.164, 0.041], [0.573, -0.578, -1.132], [0.805, 0.303, 0.007], [-0.070, -0.474, 0.173], [-0.602, -0.452, 0.417], [-0.256, 0.576, 0.159], [0.065, -0.519, 0.001], [0.152, -0.232, -0.187], [-0.146, -0.194, -0.073], [-0.502, 0.367, -0.038], [0.460, 0.346, 0.289], [-0.086, -0.593, 0.158], [0.348, -0.039, -0.070], [-0.310, 0.443, -0.041], [0.367, 0.100, -0.213], [-0.555, -0.284, 0.280], [0.704, -0.059, -0.078], [0.619, 0.212, 0.386], [0.004, -0.045, -0.312], [-0.364, -0.131, 0.073], [0.236, 0.021, 0.022], [0.436, 0.223, 0.545], [0.171, 0.660, -0.175], [0.335, 0.224, 0.228], [0.343, -0.247, -0.071], [-0.036, 0.097, 0.029], [-0.058, 0.187, -0.140], [-0.013, -0.382, -0.222], [0.045, -0.078, 0.027], [0.087, 0.300, -0.143], [-0.265, 0.190, 0.148], [-0.357, -0.100, -0.034], [0.108, 0.100, -0.437], [-0.107, -0.043, -0.386], [-0.497, -0.160, -0.335], [-0.392, -0.080, 0.216], [-0.201, -0.003, 0.035]],
  "e_above_lowest_kcal_mol": 60.3,
  "gap_ev": 7.42,
  "molar_mass_da": 711.68
}